# 1
The following is a quantum chemistry calculation of a 8-piece molecular cluster, C30H77N5O8 overall, from OMol25.

Each atom is followed by the atoms it is bonded to, with distances in Å.
Cartesian coordinates (Å):
1 C -5.2278 -0.3722 -1.6621  C2 1.504, H7 1.090, H8 1.090, H9 1.090
2 C -5.2408 0.5737 -0.4926  C1 1.504, C3 1.493, N6 1.461, H10 1.090
3 C -3.9667 1.1708 0.0068  C2 1.493, O4 1.492, H11 1.090, H12 1.090
4 O -3.0173 0.2111 0.6419  C3 1.492, C5 1.388
5 C -3.4175 -0.1196 1.9289  O4 1.388, H13 1.090, H14 1.090, H15 1.090
6 N -6.1767 1.6312 -0.8686  C2 1.461, H16 1.010, H17 1.010
7 H -4.7284 -1.2934 -1.3616  C1 1.090
8 H -4.6733 -0.0133 -2.5291  C1 1.090
9 H -6.2520 -0.5197 -2.0044  C1 1.090
10 H -5.7948 0.0552 0.2900  C2 1.090
11 H -4.2012 1.9880 0.6890  C3 1.090
12 H -3.5383 1.6410 -0.8783  C3 1.090
13 H -2.7725 -0.8320 2.4434  C5 1.090
14 H -4.3650 -0.6380 1.7820  C5 1.090
15 H -3.5362 0.7797 2.5332  C5 1.090
16 H -7.1056 1.2353 -0.8928  N6 1.010
17 H -6.2367 2.3124 -0.1253  N6 1.010
18 C -1.4405 -0.1530 -3.5974  C19 1.576, H24 1.090, H25 1.090, H26 1.090
19 C 0.1146 0.0975 -3.6599  C18 1.576, C20 1.525, N23 1.435, H27 1.090
20 C 0.7501 -0.6152 -4.8486  C19 1.525, O21 1.380, H28 1.090, H29 1.090
21 O 2.1193 -0.4944 -4.9669  C20 1.380, C22 1.443
22 C 2.8921 -0.9440 -3.8344  O21 1.443, H30 1.090, H31 1.090, H32 1.090
23 N 0.3769 1.5078 -3.6837  C19 1.435, H33 1.010, H34 1.010
24 H -1.6060 -1.2281 -3.6664  C18 1.090
25 H -1.9768 0.3544 -4.3993  C18 1.090
26 H -1.7672 0.1497 -2.6025  C18 1.090
27 H 0.4723 -0.2213 -2.6808  C19 1.090
28 H 0.3164 -0.0393 -5.6662  C20 1.090
29 H 0.4636 -1.6656 -4.7951  C20 1.090
30 H 2.6979 -0.2570 -3.0108  C22 1.090
31 H 3.9651 -0.9247 -4.0252  C22 1.090
32 H 2.6129 -1.9498 -3.5206  C22 1.090
33 H -0.3720 1.8208 -4.2848  N23 1.010
34 H 1.2080 1.6363 -4.2430  N23 1.010
35 C 4.7960 2.4115 1.3762  C36 1.510, H41 1.090, H42 1.090, H43 1.090
36 C 3.7188 2.6153 0.3382  C35 1.510, C37 1.591, N40 1.465, H44 1.090
37 C 4.1314 2.0600 -1.0949  C36 1.591, O38 1.392, H45 1.090, H46 1.090
38 O 5.2611 2.7813 -1.4717  C37 1.392, C39 1.451
39 C 5.4304 2.6664 -2.9077  O38 1.451, H47 1.090, H48 1.090, H49 1.090
40 N 2.5613 1.8061 0.7258  C36 1.465, H50 1.010, H51 1.010
41 H 4.5743 2.6544 2.4154  C35 1.090
42 H 5.6570 3.0358 1.1374  C35 1.090
43 H 5.1022 1.3668 1.4305  C35 1.090
44 H 3.4533 3.6605 0.1792  C36 1.090
45 H 3.3202 2.2213 -1.8049  C37 1.090
46 H 4.3688 0.9974 -1.1461  C37 1.090
47 H 6.0404 3.4758 -3.3087  C39 1.090
48 H 4.4576 2.7521 -3.3919  C39 1.090
49 H 5.9665 1.7676 -3.2126  C39 1.090
50 H 1.6915 2.0255 0.2617  N40 1.010
51 H 2.3473 2.2341 1.6152  N40 1.010
52 O 2.4388 -0.9786 0.5238  H53 0.957, H54 0.957
53 H 2.6437 -0.0560 0.6757  O52 0.957
54 H 1.4843 -1.0246 0.5789  O52 0.957
55 O -0.3545 -0.2692 -0.0582  H56 0.957, H57 0.957
56 H -1.2995 -0.4194 -0.0822  O55 0.957
57 H -0.2383 0.5932 -0.4569  O55 0.957
58 O 0.4138 2.2657 -0.9972  H59 0.957, H60 0.957
59 H 0.6134 3.2009 -1.0398  O58 0.957
60 H 0.4714 1.9665 -1.9046  O58 0.957
61 C 0.6307 -7.2416 0.2127  C62 1.580, H72 1.090, H73 1.090, H74 1.090
62 C 1.0655 -6.7370 -1.2205  C61 1.580, C63 1.594, N67 1.491, C71 1.517
63 C 0.0407 -7.2743 -2.3169  C62 1.594, C64 1.522, H75 1.090, H76 1.090
64 C -1.3128 -6.5827 -2.3918  C63 1.522, C65 1.518, H77 1.090, H78 1.090
65 C -1.1513 -5.0793 -2.5295  C64 1.518, C66 1.596, H79 1.090, H80 1.090
66 C -0.1687 -4.4093 -1.4652  C65 1.596, N67 1.486, C69 1.590, C70 1.538
67 N 1.0279 -5.2464 -1.1914  C62 1.491, C66 1.486, O68 1.352
68 O 1.8852 -4.6998 -0.3008  N67 1.352, H90 0.960
69 C 0.3364 -3.0345 -2.0837  C66 1.590, H81 1.090, H82 1.090, H83 1.090
70 C -0.9334 -4.2302 -0.1427  C66 1.538, H84 1.090, H85 1.090, H86 1.090
71 C 2.4426 -7.2016 -1.6535  C62 1.517, H87 1.090, H88 1.090, H89 1.090
72 H 0.6546 -8.3311 0.2354  C61 1.090
73 H -0.3968 -6.9088 0.3598  C61 1.090
74 H 1.2273 -6.6961 0.9439  C61 1.090
75 H 0.4349 -7.2751 -3.3331  C63 1.090
76 H -0.1076 -8.2875 -1.9435  C63 1.090
77 H -1.9806 -6.8076 -1.5601  C64 1.090
78 H -1.8355 -6.9004 -3.2940  C64 1.090
79 H -2.1313 -4.6796 -2.2684  C65 1.090
80 H -0.8837 -4.8183 -3.5534  C65 1.090
81 H 0.8758 -2.4651 -1.3268  C69 1.090
82 H 1.0737 -3.1396 -2.8796  C69 1.090
83 H -0.4199 -2.3012 -2.3636  C69 1.090
84 H -1.3539 -5.2255 0.0008  C70 1.090
85 H -0.3016 -3.9861 0.7114  C70 1.090
86 H -1.6343 -3.3970 -0.0909  C70 1.090
87 H 3.2339 -6.8589 -0.9867  C71 1.090
88 H 2.7040 -6.7045 -2.5877  C71 1.090
89 H 2.4391 -8.2797 -1.8140  C71 1.090
90 H 2.4168 -4.1701 -0.8995  O68 0.960
91 C -1.5333 6.0511 3.2622  C92 1.534, H102 1.090, H103 1.090, H104 1.090
92 C -0.9432 5.1691 4.3705  C91 1.534, C93 1.582, N97 1.480, C101 1.552
93 C -2.0926 4.2887 5.0075  C92 1.582, C94 1.541, H105 1.090, H106 1.090
94 C -2.3181 2.9152 4.3460  C93 1.541, C95 1.530, H107 1.090, H108 1.090
95 C -1.0046 2.1329 4.3917  C94 1.530, C96 1.593, H109 1.090, H110 1.090
96 C 0.1754 2.9403 3.6882  C95 1.593, N97 1.493, C99 1.534, C100 1.615
97 N 0.2725 4.3472 4.1780  C92 1.480, C96 1.493, O98 1.382
98 O 1.3471 4.9850 3.5869  N97 1.382, H120 0.960
99 C 1.4086 2.1016 4.0495  C96 1.534, H111 1.090, H112 1.090, H113 1.090
100 C -0.0955 2.9443 2.0958  C96 1.615, H114 1.090, H115 1.090, H116 1.090
101 C -0.5728 6.1130 5.5453  C92 1.552, H117 1.090, H118 1.090, H119 1.090
102 H -2.3284 6.7263 3.5785  C91 1.090
103 H -1.9717 5.4128 2.4951  C91 1.090
104 H -0.6644 6.5372 2.8186  C91 1.090
105 H -1.8060 4.1358 6.0479  C93 1.090
106 H -3.0369 4.8327 4.9877  C93 1.090
107 H -2.6816 3.0416 3.3262  C94 1.090
108 H -3.0506 2.3852 4.9547  C94 1.090
109 H -1.2351 1.1440 3.9953  C95 1.090
110 H -0.7090 2.0803 5.4396  C95 1.090
111 H 1.6031 2.0571 5.1210  C99 1.090
112 H 1.3123 1.0757 3.6942  C99 1.090
113 H 2.3377 2.4838 3.6264  C99 1.090
114 H -0.1220 1.9282 1.7023  C100 1.090
115 H -1.0316 3.2911 1.6581  C100 1.090
116 H 0.7105 3.4291 1.5451  C100 1.090
117 H 0.1306 6.9177 5.3317  C101 1.090
118 H -0.1915 5.5590 6.4030  C101 1.090
119 H -1.4926 6.5385 5.9466  C101 1.090
120 H 2.0786 4.7089 4.1440  O98 0.960

Net charge: -1
2S+1: 2
Orbital gap (spin up / spin down) (eV): 1.67 / 8.16
<S²>: 0.750
E_HOMO (spin up / spin down) (Ha): 0.0247 / -0.2157

=====

# 2
The following is a quantum chemistry calculation of a 7-piece molecular cluster, C30H78N4O11 overall, from OMol25.

Each atom is followed by the atoms it is bonded to, with distances in Å.
Cartesian coordinates (Å):
1 C 14.4903 23.2213 19.5974  C2 1.514, H4 1.090, H5 1.085, H6 1.098
2 C 14.6727 22.3532 20.8246  C1 1.514, O3 1.405, H7 1.102, H8 1.101
3 O 14.3666 23.1535 21.9379  C2 1.405, H9 0.968
4 H 14.5284 22.6643 18.6608  C1 1.090
5 H 15.2455 23.9975 19.5314  C1 1.085
6 H 13.4317 23.5114 19.6353  C1 1.098
7 H 15.6590 21.8612 20.8222  C2 1.102
8 H 13.9447 21.5286 20.7917  C2 1.101
9 H 14.1291 22.6166 22.7075  O3 0.968
10 C 13.0913 28.0784 22.2618  C11 1.515, H13 1.090, H14 1.084, H15 1.102
11 C 14.0438 26.9488 21.9269  C10 1.515, O12 1.428, H16 1.104, H17 1.099
12 O 13.8307 25.8323 22.7917  C11 1.428, H18 0.973
13 H 13.2645 28.4141 23.2838  C10 1.090
14 H 12.0523 27.8577 22.0449  C10 1.084
15 H 13.4087 28.9483 21.6651  C10 1.102
16 H 15.0713 27.3270 22.0716  C11 1.104
17 H 14.0049 26.6830 20.8613  C11 1.099
18 H 14.0519 25.0196 22.3050  O12 0.973
19 C 17.6228 24.4680 17.5304  C20 1.498, H22 1.101, H23 1.083, H24 1.096
20 C 17.8926 23.0435 17.9088  C19 1.498, O21 1.414, H25 1.099, H26 1.094
21 O 16.7873 22.2514 17.5225  C20 1.414, H27 0.961
22 H 17.5095 24.5188 16.4367  C19 1.101
23 H 18.3981 25.1493 17.8597  C19 1.083
24 H 16.6422 24.8344 17.8540  C19 1.096
25 H 18.0123 22.9882 19.0000  C20 1.099
26 H 18.8045 22.7194 17.3995  C20 1.094
27 H 16.9461 21.3636 17.8553  O21 0.961
28 C 4.3308 17.6056 24.2654  O29 1.433, H37 1.095, H38 1.094, H39 1.099
29 O 4.6816 18.8839 23.7206  C28 1.433, C30 1.408
30 C 5.9306 18.8780 23.0705  O29 1.408, C31 1.510, H40 1.102, H41 1.098
31 C 6.2609 20.2720 22.5936  C30 1.510, N32 1.487, H42 1.111, H43 1.097
32 N 7.5223 20.2670 21.8053  C31 1.487, C33 1.437, H44 1.016
33 C 8.0664 21.5795 21.5882  N32 1.437, C34 1.481, H45 1.107, H46 1.100
34 C 9.5038 21.5442 21.2347  C33 1.481, O35 1.405, H47 1.098, H48 1.097
35 O 10.2335 21.3653 22.4221  C34 1.405, C36 1.397
36 C 11.5142 21.9177 22.3489  O35 1.397, H49 1.101, H50 1.088, H51 1.095
37 H 3.4367 17.7512 24.8802  C28 1.095
38 H 5.1345 17.2074 24.8914  C28 1.094
39 H 4.0260 16.8893 23.4892  C28 1.099
40 H 5.8754 18.2219 22.1863  C30 1.102
41 H 6.7291 18.5171 23.7328  C30 1.098
42 H 6.3165 20.9461 23.4750  C31 1.111
43 H 5.5012 20.7316 21.9491  C31 1.097
44 H 8.2390 19.7032 22.2528  N32 1.016
45 H 7.9594 22.2087 22.4932  C33 1.107
46 H 7.4484 22.1342 20.8666  C33 1.100
47 H 9.7495 22.4900 20.7342  C34 1.098
48 H 9.7437 20.7221 20.5499  C34 1.097
49 H 12.0352 21.4831 21.4821  C36 1.101
50 H 12.0486 21.6414 23.2551  C36 1.088
51 H 11.4813 23.0047 22.2182  C36 1.095
52 C 12.0305 21.1727 17.5485  O53 1.414, H61 1.088, H62 1.101, H63 1.099
53 O 12.4559 19.8466 17.3010  C52 1.414, C54 1.415
54 C 12.5119 19.0063 18.4385  O53 1.415, C55 1.518, H64 1.096, H65 1.098
55 C 12.3797 17.5656 17.9782  C54 1.518, N56 1.462, H66 1.105, H67 1.102
56 N 13.5051 17.1150 17.1620  C55 1.462, C57 1.456, H68 1.020
57 C 13.4485 15.6753 16.9506  N56 1.456, C58 1.520, H69 1.099, H70 1.097
58 C 14.3876 15.2335 15.8403  C57 1.520, O59 1.426, H71 1.102, H72 1.093
59 O 15.5739 14.5748 16.2775  C58 1.426, C60 1.411
60 C 16.3677 15.3615 17.1393  O59 1.411, H73 1.100, H74 1.102, H75 1.087
61 H 12.8050 21.9331 17.4657  C52 1.088
62 H 11.5118 21.2797 18.5132  C52 1.101
63 H 11.2106 21.3985 16.8527  C52 1.099
64 H 11.6595 19.1992 19.0995  C54 1.096
65 H 13.4765 19.1108 18.9526  C54 1.098
66 H 11.3887 17.4316 17.5087  C55 1.105
67 H 12.3534 16.9461 18.8893  C55 1.102
68 H 13.3846 17.5362 16.2404  N56 1.020
69 H 12.4306 15.2861 16.8103  C57 1.099
70 H 13.7852 15.2486 17.9040  C57 1.097
71 H 14.6607 16.0725 15.1800  C58 1.102
72 H 13.8311 14.5154 15.2323  C58 1.093
73 H 15.8378 15.7138 18.0362  C60 1.100
74 H 16.7159 16.2787 16.6385  C60 1.102
75 H 17.1968 14.7381 17.4630  C60 1.087
76 C 21.4815 23.9780 27.2451  O77 1.409, H85 1.085, H86 1.104, H87 1.108
77 O 20.3010 23.3529 26.7962  C76 1.409, C78 1.416
78 C 20.3421 21.9547 27.0133  O77 1.416, C79 1.492, H88 1.102, H89 1.093
79 C 18.9588 21.4273 26.8277  C78 1.492, N80 1.476, H90 1.106, H91 1.102
80 N 18.3099 21.9487 25.6088  C79 1.476, C81 1.454, H92 1.023
81 C 17.0403 21.2799 25.3722  N80 1.454, C82 1.541, H93 1.101, H94 1.103
82 C 16.2036 21.9481 24.2645  C81 1.541, O83 1.418, H95 1.095, H96 1.098
83 O 15.1115 21.1202 23.8994  C82 1.418, C84 1.400
84 C 15.4099 19.9834 23.1380  O83 1.400, H97 1.105, H98 1.090, H99 1.094
85 H 21.4468 25.0370 27.0098  C76 1.085
86 H 22.3838 23.5086 26.8158  C76 1.104
87 H 21.6156 23.8862 28.3411  C76 1.108
88 H 20.6040 21.8000 28.0722  C78 1.102
89 H 21.1270 21.5491 26.3696  C78 1.093
90 H 18.3630 21.5786 27.7468  C79 1.106
91 H 18.9943 20.3297 26.7383  C79 1.102
92 H 18.1227 22.9349 25.8065  N80 1.023
93 H 16.4141 21.1445 26.2670  C81 1.101
94 H 17.3042 20.2887 24.9669  C81 1.103
95 H 16.7639 22.2615 23.3778  C82 1.095
96 H 15.7529 22.8622 24.6743  C82 1.098
97 H 16.3718 20.0017 22.5948  C84 1.105
98 H 14.6801 19.8549 22.3388  C84 1.090
99 H 15.4747 19.1011 23.7816  C84 1.094
100 C 9.7080 24.2080 17.2138  O101 1.407, H109 1.103, H110 1.094, H111 1.085
101 O 10.0231 24.5681 18.5364  C100 1.407, C102 1.416
102 C 10.7421 25.7864 18.4659  O101 1.416, C103 1.502, H112 1.099, H113 1.103
103 C 11.0581 26.3159 19.8354  C102 1.502, N104 1.447, H114 1.093, H115 1.106
104 N 9.8661 26.7731 20.5155  C103 1.447, C105 1.469, H116 1.015
105 C 10.0591 26.9565 21.9600  N104 1.469, C106 1.520, H117 1.091, H118 1.101
106 C 8.8942 27.6986 22.5946  C105 1.520, O107 1.431, H119 1.088, H120 1.102
107 O 9.2763 28.5672 23.6651  C106 1.431, C108 1.398
108 C 10.0563 29.6490 23.2470  O107 1.398, H121 1.089, H122 1.116, H123 1.097
109 H 10.6548 24.1317 16.6526  C100 1.103
110 H 9.0933 24.9854 16.7505  C100 1.094
111 H 9.2433 23.2289 17.1532  C100 1.085
112 H 10.1718 26.5238 17.8845  C102 1.099
113 H 11.6869 25.5881 17.9331  C102 1.103
114 H 11.7154 27.1871 19.7848  C103 1.093
115 H 11.5971 25.5236 20.3869  C103 1.106
116 H 9.1000 26.1295 20.3441  N104 1.015
117 H 11.0133 27.4478 22.1550  C105 1.091
118 H 10.1706 25.9900 22.4747  C105 1.101
119 H 8.1725 27.0243 23.0498  C106 1.088
120 H 8.3858 28.3321 21.8504  C106 1.102
121 H 10.3386 30.2873 24.0828  C108 1.089
122 H 9.4813 30.3282 22.5736  C108 1.116
123 H 10.9598 29.3805 22.6865  C108 1.097

SMILES: COCCNCCOC.COCCNCCOC.COCCNCCOC.COCCNCCOC.CCO.CCO.CCO
2S+1: 1
Orbital gap (eV): 9.09
E_HOMO (Ha): -0.3206
Relative energy (zero: lowest compared OMol25 entry of this formula, charge and spin) (kcal per mole): 5.52

=====

Summary of calculated total energy in a.u.
-2064.68527, -2236.19932
(order as listed above)